# 1
The following is a quantum chemistry calculation of a 2-piece molecular cluster, C28H49F3NO4 overall, from the Open Molecules 2025 dataset.

## Properties
maximum force: 3.640 eV/Å
HOMO-LUMO gap: 0.299 Ha
charge: +1
molar mass: 520.70 g mol⁻¹

```
85
C28H49F3NO4, DFT ωB97M-V/def2-TZVPD
C 2.575 4.961 5.833
C 1.825 5.560 4.619
C 0.334 5.212 4.591
C -0.247 5.501 3.163
C -0.899 4.275 2.537
C -1.240 4.510 1.039
C -2.745 4.399 0.745
C -3.221 3.393 -0.332
C -2.672 1.956 -0.323
C -3.775 1.024 -0.891
C -3.435 0.134 -2.098
C -2.399 -0.981 -1.902
C -2.043 -1.634 -3.247
C -1.265 -0.758 -4.231
C 0.253 -0.642 -3.908
C 0.759 -1.900 -3.305
C 0.884 -2.978 -4.101
C 1.293 -4.109 -3.570
N 1.551 -4.188 -2.315
C 1.450 -3.181 -1.497
C 1.770 -3.486 -0.082
O 3.107 -3.178 0.285
C 3.210 -3.067 1.616
F 4.462 -3.137 1.908
F 2.567 -4.037 2.244
F 2.733 -1.924 2.059
C 1.071 -1.984 -1.964
O 0.975 -0.901 -1.211
C 2.269 -0.367 -0.806
C 2.893 0.622 -1.793
C 2.890 2.066 -1.295
O 4.280 0.234 -1.868
H 2.748 5.741 6.567
H 2.036 4.146 6.301
H 3.550 4.653 5.488
H 2.278 5.167 3.711
H 1.940 6.636 4.679
H -0.154 5.884 5.290
H 0.138 4.169 4.818
H -0.964 6.307 3.303
H 0.583 5.882 2.573
H -0.206 3.432 2.623
H -1.791 3.970 3.076
H -0.640 3.879 0.394
H -0.912 5.527 0.836
H -3.029 5.365 0.333
H -3.303 4.280 1.669
H -3.029 3.874 -1.289
H -4.301 3.371 -0.205
H -2.479 1.672 0.709
H -1.761 1.867 -0.909
H -4.650 1.605 -1.165
H -4.092 0.362 -0.087
H -3.216 0.746 -2.971
H -4.370 -0.385 -2.314
H -1.558 -0.644 -1.298
H -2.897 -1.745 -1.304
H -1.569 -2.598 -3.069
H -3.000 -1.860 -3.715
H -1.379 -1.132 -5.242
H -1.695 0.233 -4.172
H 0.415 0.234 -3.301
H 0.780 -0.490 -4.847
H 0.666 -2.936 -5.150
H 1.410 -4.978 -4.187
H 1.831 -5.084 -1.938
H 1.659 -4.567 0.026
H 1.022 -3.059 0.579
H 2.129 0.133 0.144
H 2.978 -1.174 -0.680
H 2.507 0.550 -2.807
H 1.940 2.549 -1.499
H 3.145 2.071 -0.241
H 3.698 2.594 -1.787
H 4.609 0.470 -2.738
C -0.112 -6.446 2.237
C -0.683 -6.797 0.884
O 0.019 -6.761 -0.106
C -2.135 -7.186 0.814
H 0.938 -6.187 2.122
H -0.643 -5.591 2.659
H -0.192 -7.301 2.909
H -2.758 -6.364 1.170
H -2.313 -8.073 1.424
H -2.402 -7.409 -0.216
```

Listed below, in e, are the Mulliken charges computed for each atom:
1. C -1.13
2. C -0.44
3. C -0.74
4. C -0.89
5. C -0.65
6. C -0.42
7. C -1.12
8. C -0.89
9. C 0.22
10. C -1.17
11. C -0.88
12. C -0.14
13. C -0.90
14. C -0.93
15. C -1.06
16. C 0.40
17. C -0.33
18. C -0.74
19. N 0.23
20. C 1.00
21. C -1.09
22. O -0.39
23. C 0.93
24. F -0.26
25. F -0.21
26. F -0.25
27. C 0.51
28. O -0.74
29. C -0.41
30. C 0.24
31. C -1.62
32. O -0.61
33. H 0.29
34. H 0.33
35. H 0.30
36. H 0.34
37. H 0.30
38. H 0.26
39. H 0.50
40. H 0.25
41. H 0.50
42. H 0.32
43. H 0.38
44. H 0.18
45. H 0.49
46. H 0.22
47. H 0.55
48. H 0.30
49. H 0.36
50. H 0.28
51. H 0.15
52. H 0.58
53. H 0.28
54. H 0.30
55. H 0.36
56. H -0.03
57. H 0.44
58. H 0.51
59. H 0.52
60. H 0.43
61. H 0.42
62. H 0.15
63. H 0.64
64. H 0.62
65. H 0.44
66. H 0.27
67. H 0.05
68. H 0.51
69. H 0.55
70. H 0.20
71. H 0.43
72. H 0.31
73. H 0.40
74. H 0.40
75. H 0.39
76. C -0.99
77. C 0.88
78. O -0.56
79. C -1.18
80. H 0.15
81. H 0.31
82. H 0.43
83. H 0.34
84. H 0.35
85. H 0.31

# 2
The following is a quantum chemistry calculation of a 3-piece molecular cluster, C33H43ClN4O6PS overall, from the Open Molecules 2025 dataset.

## Properties
maximum force: 3.870 eV/Å
HOMO-LUMO gap: 0.273 Ha
charge: +1
molar mass: 690.22 g mol⁻¹

```
89
C33H43ClN4O6PS, DFT ωB97M-V/def2-TZVPD
C 7.105 0.675 0.400
C 7.418 1.056 -1.123
C 6.108 1.437 -1.937
C 5.770 0.368 -3.075
C 5.272 -0.943 -2.341
C 3.679 -1.100 -2.350
C 3.315 -2.392 -1.505
N 2.461 -3.253 -2.394
C 2.315 -4.574 -1.749
C 1.046 -5.335 -2.344
C -0.311 -4.568 -2.106
C -1.172 -4.334 -3.398
O -1.851 -5.251 -3.789
N -1.247 -3.074 -4.131
C -1.977 -2.047 -3.417
C -2.257 -0.774 -4.126
C -2.990 0.329 -3.482
C -3.435 0.192 -2.082
C -3.182 -1.045 -1.354
C -2.474 -2.146 -2.044
C 2.405 -4.595 -0.166
N 1.616 -5.741 0.383
N 2.094 -3.312 0.543
C 0.713 -3.208 1.113
C 0.593 -3.722 2.576
O 1.484 -3.861 3.352
Cl -1.090 -4.096 3.139
C 2.362 -2.055 -0.248
P 3.317 -0.803 0.834
S 2.023 0.517 1.471
H 8.019 0.848 1.031
H 6.880 -0.427 0.426
H 6.221 1.237 0.805
H 8.097 1.951 -1.168
H 7.977 0.190 -1.565
H 6.266 2.418 -2.453
H 5.236 1.477 -1.230
H 6.705 0.093 -3.642
H 4.943 0.716 -3.747
H 5.612 -1.005 -1.267
H 5.661 -1.862 -2.866
H 3.161 -0.169 -1.983
H 3.400 -1.279 -3.425
H 4.273 -2.896 -1.214
H 1.581 -2.732 -2.447
H 3.193 -5.191 -2.113
H 1.239 -5.363 -3.459
H 0.983 -6.401 -2.022
H -0.941 -5.161 -1.394
H -0.154 -3.551 -1.636
H -0.305 -2.734 -4.370
H -1.939 -0.614 -5.183
H -3.216 1.272 -4.043
H -3.962 1.041 -1.587
H -3.533 -1.116 -0.298
H -2.340 -3.081 -1.448
H 3.479 -4.846 0.090
H 1.896 -5.771 1.378
H 2.034 -6.604 0.009
H 2.736 -3.270 1.359
H 0.347 -2.137 1.119
H -0.061 -3.764 0.509
H 1.456 -1.563 -0.678
H 4.297 -0.096 0.086
H 3.918 -1.494 1.950
C -3.369 4.294 -0.577
C -2.910 5.124 0.357
C -3.650 5.343 1.622
O -3.232 6.101 2.472
C -4.918 4.601 1.808
C -5.377 3.770 0.873
C -4.638 3.552 -0.390
O -5.055 2.792 -1.244
H -2.843 4.122 -1.507
H -1.984 5.674 0.237
H -5.446 4.773 2.740
H -6.302 3.221 0.992
C -7.517 6.174 4.937
C -7.941 7.170 5.712
C -7.336 7.420 7.040
O -7.722 8.326 7.748
C -6.241 6.521 7.471
C -5.817 5.525 6.695
C -6.423 5.276 5.368
O -6.034 4.367 4.658
H -7.948 5.976 3.963
H -8.740 7.837 5.412
H -5.809 6.719 8.444
H -5.019 4.858 6.994
```

Listed below, in e, are the Mulliken charges computed for each atom:
1. C -0.86
2. C -0.54
3. C -0.48
4. C -0.93
5. C -0.16
6. C -1.47
7. C -0.20
8. N -0.22
9. C -0.42
10. C -0.88
11. C 0.45
12. C -0.24
13. O -0.49
14. N -0.25
15. C 0.40
16. C -0.47
17. C -0.61
18. C -0.15
19. C -0.97
20. C 0.01
21. C -0.40
22. N -0.54
23. N 0.57
24. C -0.59
25. C 0.48
26. O -0.40
27. Cl -0.14
28. C -1.01
29. P 0.44
30. S -0.38
31. H 0.37
32. H 0.15
33. H 0.24
34. H 0.37
35. H 0.30
36. H 0.37
37. H 0.29
38. H 0.35
39. H 0.37
40. H 0.11
41. H 0.31
42. H 0.41
43. H 0.41
44. H 0.66
45. H 0.14
46. H 0.41
47. H 0.45
48. H 0.40
49. H 0.48
50. H -0.34
51. H 0.33
52. H 0.36
53. H 0.38
54. H 0.39
55. H 0.36
56. H 0.40
57. H 0.26
58. H 0.34
59. H 0.32
60. H 0.69
61. H 0.71
62. H 0.07
63. H 0.59
64. H -0.12
65. H 0.14
66. C -0.31
67. C -0.43
68. C 0.36
69. O -0.55
70. C -0.05
71. C -0.57
72. C 0.48
73. O -0.64
74. H 0.44
75. H 0.42
76. H 0.40
77. H 0.44
78. C -0.25
79. C -0.37
80. C 0.33
81. O -0.53
82. C -0.35
83. C -0.47
84. C 0.60
85. O -0.63
86. H 0.42
87. H 0.41
88. H 0.40
89. H 0.41

Record-wise LUMO level values, in eV: -3.72 -3.20
Record-wise E values, in Eh: -1751.3404 -3153.0099